# 1
# C39H43IN5O3PSr

C39H43IN5O3PSr as an isolated structure (wB97M-V/def2-TZVPD, the OMol25 dataset).

Summary:
- highest occupied orbital energy (eV) = -6.98
- calculated total energy (Eh) = -2681.32627
- HOMO-LUMO gap (hartree) = 0.262
- largest force on an atom (eV Å⁻¹) = 2.8
- LUMO (Ha) = 0.005

Cartesian coordinates (Å):
C -0.24705 2.76951 -1.12721
C -0.25482 2.47158 0.24538
H 5.59440 0.36926 -1.18244
H -0.32794 -3.53071 1.78758
C -0.82008 -1.24697 -5.83176
H -4.22980 2.84726 6.01408
H -3.64899 -1.26872 -3.97813
N -2.36930 2.70871 1.82921
C -0.31936 -1.75499 -3.51539
N -2.62528 0.44776 2.04713
C -1.68104 -1.62913 -3.22978
H -5.69097 -1.66171 3.05365
C 2.50434 -3.28461 -0.48018
C -2.17230 -1.16462 -5.53703
C 0.97513 4.81748 -0.65684
C 5.01927 -3.66182 -1.59341
C -1.22959 -2.97333 2.02793
H 6.02249 -3.78874 -1.98069
C 3.37877 -0.05790 0.80211
C 2.70259 -3.12453 -1.86974
H -0.40976 0.88148 -2.13321
H 2.91043 -4.77476 1.92600
H -0.89892 2.27005 -3.10787
O 1.93196 0.51087 -1.39326
C 3.59652 2.49921 -0.41675
H 2.72177 0.34700 1.56890
C -1.99930 2.15672 4.68919
H -5.24398 -0.37300 1.93781
H 4.40207 0.03482 1.16891
C -4.91061 -0.94191 2.81097
H -2.02771 1.06552 4.71543
H -2.89041 -0.93904 -6.31425
N 0.60930 -2.02044 -2.48653
C -2.44227 -0.97177 2.15097
N 4.86723 -3.81952 -0.26760
Sr 0.83988 -0.81811 0.39823
C 0.38655 3.33792 1.13631
O 1.37962 -3.10502 0.11677
H 2.84473 2.88692 0.26910
C 3.97980 -3.33077 -2.43290
H 4.47436 -4.12775 -4.35997
C -5.49360 3.62642 4.47417
C -1.22026 -1.57767 1.87288
C 3.51679 -3.88540 1.74121
H -4.41237 -3.58036 3.00928
C -3.60527 -1.65478 2.55164
C -3.52919 -3.03176 2.70119
H -1.95362 1.65476 -1.81791
I -2.30062 -1.79700 -1.25733
H -1.85195 2.51588 5.70716
C 4.28072 -3.15189 -3.90103
H 2.97888 -3.06093 2.21716
C 1.57291 -2.80643 -2.76343
H 3.20417 -1.12452 0.65642
H 1.15168 -1.55476 -5.05972
H 3.51927 3.06248 -1.34694
H 4.49393 -4.00947 2.20263
H -4.84628 -0.24345 3.65374
H -2.28790 -4.77595 2.54456
C 0.98222 4.51229 0.69515
C -1.89309 1.43944 1.50954
H 1.57867 -3.31130 -3.73481
C -4.57818 3.58395 2.26293
H -3.46440 0.78119 2.49133
H 0.37241 4.17294 -2.60898
C -3.26416 2.73294 4.11432
P 3.25960 0.77405 -0.75407
H -2.16702 3.41931 1.14517
C -3.41286 2.99273 2.74452
C 0.09306 -1.53448 -4.83116
H 1.45049 5.18047 1.40751
H 5.68735 -2.28716 -4.95002
C 3.67715 -3.66122 0.26565
H 3.44125 -2.69437 -4.42610
C -2.60031 -1.34948 -4.22932
H -4.66758 3.77067 1.19938
C -2.33996 -3.69802 2.44037
C -4.33038 3.04611 4.95350
H 4.65722 0.57095 -2.67658
C -5.61289 3.91072 3.12204
H -1.13286 2.44048 4.09111
C 0.37431 3.93906 -1.55033
N -0.88751 1.28803 0.69157
H -6.29940 3.86559 5.15550
O 5.43691 -2.31986 -4.02182
H 1.43276 5.73082 -1.01491
H -6.51222 4.37073 2.73455
C -0.91831 1.84771 -2.10339
H 0.38102 3.09427 2.19300
C 4.65194 0.13306 -1.67776
H -0.46910 -1.07428 -6.84097
H 4.55882 -0.94847 -1.78440
H 4.59601 2.62377 0.00114

Atomic partial charges in e from the Mulliken method, atoms 1 to 5:
1. C 1.280
2. C -0.038
3. H 0.444
4. H 0.338
5. C -0.871

# 2
# C29H27AsBF6N6S2W

C29H27AsBF6N6S2W as an isolated structure (wB97M-V/def2-TZVPD, the OMol25 dataset).

Summary:
- highest occupied orbital energy (alpha / beta) (eV) = -6.88 / -6.75
- calculated total energy (Eh) = -5173.29784
- multiplicity = 2
- HOMO-LUMO gap (alpha / beta) (hartree) = 0.179 / 0.174
- largest force on an atom (eV Å⁻¹) = 4.7
- LUMO (alpha / beta) (Ha) = -0.074 / -0.074

Cartesian coordinates (Å):
C -2.16370 1.32400 -1.88810
C -0.16890 4.40650 -2.67030
H 3.93910 -2.67110 2.24280
C 3.00520 -2.15070 2.17530
N 1.89980 -0.16140 -1.59100
H -0.49650 -0.91650 -3.00630
H 4.41470 -2.08120 -0.17560
H 0.77930 4.90820 4.92370
H -0.84890 -5.52140 -4.24970
C 1.12260 3.56560 3.31530
H 0.28660 -3.14160 0.41230
C 1.17920 2.81430 -1.47850
F -3.75260 -1.65460 1.90450
C 0.01380 -4.25240 -2.77750
W 0.15900 0.03360 -0.24140
C -0.80730 2.32340 2.50590
C 0.57740 2.61880 2.43270
C 1.90610 0.23610 -2.87960
H -0.27420 5.35960 -3.16500
N -1.80230 0.17130 -1.25890
N 1.45120 -0.94050 1.22360
C 3.81440 -0.75000 -2.46900
H 2.17610 3.78340 3.23350
B 3.69740 -1.14870 -0.00670
H 1.90550 4.68670 -2.20100
H 4.25670 -0.16890 0.39120
F -1.34330 -1.59910 1.25900
H 0.89960 -5.41600 -4.32260
C 2.02170 -1.95900 3.12890
C -3.43560 1.48100 -2.44100
C 3.11160 -0.10300 -3.46970
H -5.35550 0.58530 -2.75790
H 1.07300 0.74810 -3.32820
H 0.13130 -6.37350 -3.04980
H 2.00190 -2.30930 4.13820
H -2.17120 3.81120 -3.06800
S 1.64090 1.88620 1.30660
C 1.05120 4.03090 -2.12210
C 1.06880 -1.18280 2.49080
C -1.10610 2.31280 -1.94420
C -1.23700 3.54060 -2.60150
S -1.60130 1.22090 1.45340
H -1.64610 4.40520 5.05020
H 4.79950 -1.17010 -2.47850
N 3.06970 -0.77360 -1.36410
C 0.05170 -5.46720 -3.64010
H -2.45920 -1.70810 -0.64350
C -0.23380 -2.99990 -3.34340
H -2.63860 2.74690 3.52290
H 0.15070 -0.79260 2.90320
C -2.73180 -0.79530 -1.15610
C 0.15700 -3.10060 -0.66500
H 3.44240 0.10640 -4.46490
N 2.64390 -1.53080 1.04970
C 0.19290 -4.27150 -1.39420
F -0.97590 -3.63980 2.61610
H -3.68830 2.39890 -2.94500
H 0.34310 -5.20050 -0.86770
H -4.68750 -1.51710 -1.53340
C -4.00540 -0.69320 -1.66520
F -3.41460 -3.74910 3.28060
H 2.16030 2.54790 -1.09990
F -2.70770 -3.62030 0.85470
As -2.43100 -2.69710 2.33870
C -1.58750 2.98530 3.46950
N -0.05690 -1.88450 -1.21670
C -4.37020 0.47310 -2.33420
C -1.02900 3.90210 4.32200
C -0.27440 -1.87890 -2.55850
F -2.03830 -1.66990 3.67990
C 0.10780 1.91930 -1.32840
H -0.41140 -2.90810 -4.40230
C 0.33910 4.19310 4.24660

Atomic partial charges in e from the Mulliken method, atoms 1 to 5:
1. C 0.335
2. C -0.857
3. H 0.482
4. C -0.385
5. N 1.195

# 3
# C34H58BrN5O6S

A 3-piece molecular cluster, C34H58BrN5O6S overall (wB97M-V/def2-TZVPD, the OMol25 dataset).

Summary:
- highest occupied orbital energy (eV) = -8.48
- calculated total energy (Eh) = -5027.47257
- HOMO-LUMO gap (hartree) = 0.299
- largest force on an atom (eV Å⁻¹) = 4.3
- SMILES = COCCCCc1nc2c(CC(C)C)c(CCCCCCCSc3nnco3)c(Br)cc2nc1N.COCCOC.COCCOC
- LUMO (Ha) = -0.013

Cartesian coordinates (Å):
C -1.14927 6.13900 -9.25694
C -0.79932 -9.64619 -4.05636
C -1.22168 0.95904 0.01217
S 4.11212 1.20213 9.33725
C -0.31325 -0.00853 0.86619
C 0.69374 1.31951 6.92819
H -2.84360 -0.36575 -0.89109
H -0.60330 1.74360 -0.49865
H 1.85363 -9.98183 -2.49312
C -2.76936 3.75522 2.14942
C -2.01410 5.66224 -2.48670
C -0.79706 -11.12785 -2.21463
O 2.03787 -2.75456 -0.38152
C -2.36193 3.99245 -0.38109
H -0.43190 3.26519 7.07021
H -1.17680 -0.84456 -1.36530
H -0.24882 -11.98342 -1.81880
C -1.68466 3.47994 -4.03601
O 0.66334 -8.27380 -2.67834
C -1.68813 5.61902 -6.99390
C -2.70207 6.05458 1.04687
H -2.16042 1.83443 6.10945
Br -3.25363 6.22200 3.91022
H -2.79204 7.16850 1.14798
H 7.50496 2.58919 6.06944
H 4.01741 -2.99485 -1.00644
C 0.31256 -8.60977 -4.01652
H 1.26414 -5.29797 0.04306
C 3.63518 -5.44044 0.49181
H 1.18966 -8.95507 -4.57460
C -1.89505 4.10128 -6.59201
N 5.62959 0.14619 7.12734
H 1.31363 -5.77786 -1.65956
H 0.58593 3.13079 5.60154
H -0.73694 3.31557 3.63068
H -1.75889 2.36538 -3.86841
H 3.27037 -6.32357 1.02694
H 3.33855 -4.53670 1.02908
C 1.62383 1.90758 8.08846
C -2.87398 5.27417 2.24476
C -2.51947 3.12162 0.84491
C -0.09324 2.52755 6.28031
H -1.68195 -9.29224 -3.51375
H -2.44286 1.08958 1.82579
C -2.93751 2.97371 3.49087
H 1.86294 0.10688 9.31371
H -0.57511 5.83083 -7.01071
H -3.35365 3.02554 -5.37816
H 2.25685 2.75977 7.72706
H -1.04333 6.03435 -4.26089
H -1.08919 -9.81077 -5.09930
H -2.63793 6.60570 -4.18311
O 3.14558 -5.44785 -0.84027
H -0.06999 0.60607 7.33760
H -0.90099 3.58410 -6.60592
O 5.99154 2.32752 7.67091
H -3.28866 1.91846 3.38375
N -2.25516 6.36301 -1.35225
H -1.70034 4.11815 4.91502
C 2.51574 0.67399 8.59255
C -1.32416 2.01915 5.38625
C -2.42440 5.45808 -0.30899
C 5.29441 1.16381 7.94892
N -1.76194 6.46597 -3.68170
H 2.72221 -8.43694 -2.73217
C 1.76283 -5.11284 -0.91476
H 0.49282 -3.48736 -1.48289
H 3.70092 -1.70650 0.16888
C 1.85980 -8.91527 -2.25712
H -2.14854 6.35223 -6.27616
C 3.30863 -2.21667 -0.71171
H 3.20430 -1.48703 -1.52195
H -0.00091 0.43652 1.84792
H 0.59027 -0.24673 0.22707
H 2.04876 -3.49495 -2.32796
H -0.60308 3.66134 -4.31646
H 2.65823 0.00596 7.70040
H 1.34948 0.87111 6.13695
H -3.75056 3.51394 4.06634
H -1.00838 1.07339 4.87029
H -0.83663 -1.00338 0.99925
C -1.97603 4.16829 -2.64649
C 1.56525 -3.67346 -1.36193
H -1.86622 -11.36447 -2.21063
H -0.60850 -10.26611 -1.56905
N 6.57705 0.63936 6.27796
H -3.45575 1.22933 0.35646
H -0.32392 6.81505 -8.89551
N -2.15318 3.33581 -1.58962
H 0.94544 2.29811 8.89922
H -1.96185 0.61730 -2.12533
H 1.94774 -8.79941 -1.17655
H 4.72416 -5.48003 0.45376
H -2.51364 3.64088 -7.42002
O -2.19626 5.93237 -8.30361
H -0.04625 -7.69130 -4.49221
H -0.71092 5.12322 -9.50187
C 6.78707 1.93050 6.60822
C -1.83255 0.05288 -1.16640
H -1.57082 6.63492 -10.17979
C -2.46579 1.55503 0.79920
C -1.60378 3.15275 4.33131
O -0.35936 -10.89947 -3.54488
C -2.67024 3.90936 -5.20455
H -3.31929 4.78500 -4.95731

Atomic partial charges in e from the Mulliken method, atoms 1 to 5:
1. C -0.625
2. C -0.564
3. C 0.862
4. S -0.174
5. C -1.482

# 4
# C6H17N2

An isolated ion of composition C6H17N2 and charge +1 (wB97M-V/def2-TZVPD, the OMol25 dataset).

Summary:
- net charge = +1
- highest occupied orbital energy (eV) = -12.17
- calculated total energy (Eh) = -348.04898
- HOMO-LUMO gap (hartree) = 0.320
- largest force on an atom (eV Å⁻¹) = 2.0
- SMILES = CCNC[C@H]([NH3+])CC
- LUMO (Ha) = -0.127

Cartesian coordinates (Å):
H -1.03103 -3.54721 2.23154
H 1.65716 1.08767 0.27820
H -0.42025 3.32818 0.62591
C -0.30476 0.71762 -0.63405
H -1.23059 0.39573 -0.16943
H 1.33350 -0.38548 -1.48065
H 1.36696 -1.93886 0.18428
H 1.01280 3.18797 1.42059
C -0.59844 -1.78148 0.93910
H 1.22812 3.40301 -0.26755
N -0.54319 1.56336 -1.84290
C 0.57287 2.92646 0.45461
H 0.58142 -3.49758 1.69482
C 0.35654 -0.62155 -1.06424
H -0.70109 -3.88309 0.55643
H -1.42435 1.35825 -2.31792
C -0.42281 -3.23413 1.38383
H 0.21019 1.42671 -2.51950
H -0.58959 2.54756 -1.56105
H -0.78324 -1.09835 1.77885
H -1.53267 -1.81404 0.36426
H -0.30427 -1.05342 -1.83470
N 0.50651 -1.43265 0.08008
C 0.61572 1.39707 0.35970
H 0.44445 0.94824 1.33979

Atomic partial charges in e from the Mulliken method, atoms 1 to 5:
1. H 0.376
2. H 0.370
3. H 0.484
4. C -0.129
5. H 0.290